Density functional theory data (wB97M-V/def2-TZVPD) for 11 unconnected molecules or ions with the total composition C22H66O21.

Geometry as XYZ:
```
109
Properties=species:S:1:pos:R:3:forces:R:3:lowdin_charge:R:1
O 30.4634 -5.5389 32.6987 0.66 1.07 -0.37 -0.066
C 30.7123 -6.8966 32.8519 -1.75 -2.09 0.03 -0.202
C 29.9187 -7.7768 31.8178 0.12 -0.80 0.81 -0.163
O 30.6449 -7.8808 30.6156 0.87 0.39 -0.06 -0.103
H 31.3173 -5.1525 32.9068 -0.25 0.90 -0.04 0.119
H 31.7835 -7.0882 32.7897 0.09 -0.34 -0.40 0.133
H 30.4342 -7.1645 33.8712 -0.16 -0.45 0.01 0.120
H 28.8832 -7.6265 31.5127 -0.05 1.47 0.60 0.110
H 29.7843 -8.7907 32.1947 0.62 -0.21 0.59 0.122
H 31.4046 -7.3043 30.7260 0.22 0.10 -0.36 0.087
O 30.9997 -10.7211 29.9326 1.24 -0.40 -1.40 -0.116
C 32.0305 -10.7858 28.8421 -2.47 1.96 -0.23 -0.116
C 32.2999 -9.3245 28.2054 0.14 0.17 0.82 -0.180
O 31.2192 -8.3706 28.1186 0.60 -1.25 -0.50 -0.088
H 31.2481 -10.0291 30.5499 0.08 0.22 -0.06 0.050
H 32.8911 -11.3327 29.2274 0.19 0.38 -0.33 0.108
H 31.5304 -11.3004 28.0217 0.06 -0.56 0.39 0.109
H 32.6479 -9.3426 27.1726 0.07 -0.74 0.07 0.114
H 33.1204 -8.8850 28.7726 0.14 0.25 0.23 0.100
H 30.9225 -8.0999 28.9905 -0.20 -0.35 0.12 0.008
O 32.8166 -3.6882 27.7522 1.57 -0.60 -0.59 -0.060
C 31.9103 -3.7359 28.7994 -2.03 -0.68 -0.35 -0.234
C 31.1194 -5.1042 28.8604 0.13 0.09 0.55 -0.217
O 30.2452 -5.4434 27.8021 0.86 0.85 -0.79 -0.066
H 32.3293 -3.8188 26.9354 -0.05 -0.01 -0.07 0.083
H 32.4008 -3.5903 29.7619 0.29 -0.09 -0.14 0.113
H 31.2939 -2.8621 28.5885 -0.93 -0.15 0.82 0.118
H 30.5502 -5.2188 29.7829 0.00 0.60 0.37 0.100
H 31.8453 -5.9162 28.9038 0.64 0.08 -0.09 0.100
H 29.3760 -5.6604 28.1472 -0.35 0.31 0.12 0.032
O 27.2882 -1.8891 30.5958 -0.50 -0.48 0.07 -0.064
C 26.1719 -2.2282 29.7710 0.27 1.03 -0.90 -0.242
C 24.8504 -1.8513 30.3911 0.98 1.65 1.35 -0.219
O 24.9611 -0.5176 30.9473 -0.63 -0.02 -0.40 -0.091
H 27.6091 -2.6850 31.0261 0.16 -0.41 0.37 0.044
H 26.3366 -1.5577 28.9276 -0.32 -0.22 -0.44 0.120
H 26.1268 -3.2541 29.4055 0.41 -0.19 0.17 0.107
H 24.6626 -2.4966 31.2492 -0.57 -0.47 -0.24 0.107
H 24.0492 -1.7410 29.6604 -0.02 -0.68 0.10 0.122
H 25.8531 -0.3594 31.2651 0.28 -0.39 -0.01 0.064
O 26.8238 -8.2093 27.0480 -1.17 1.33 0.02 -0.074
C 26.0692 -7.0171 27.3772 1.12 -0.42 1.62 -0.162
C 26.5213 -6.5701 28.8071 -1.75 0.69 -1.38 -0.223
O 27.8952 -6.2619 28.9521 -0.54 -0.62 -0.33 -0.059
H 27.5845 -7.8957 26.5535 0.91 -0.33 -0.41 0.053
H 26.1508 -6.1936 26.6677 0.36 -0.20 -0.23 0.111
H 25.0076 -7.2417 27.4799 -0.06 -0.36 -0.18 0.108
H 26.2729 -7.3835 29.4889 -0.26 0.08 0.25 0.115
H 25.9033 -5.6839 28.9513 0.18 0.13 0.79 0.114
H 28.1910 -7.1348 28.6835 1.31 -0.40 -0.07 0.081
O 22.3472 -8.8532 31.0539 1.95 -2.72 1.55 -0.049
C 21.7140 -7.8659 30.4075 -0.55 1.67 -1.02 -0.292
C 22.7515 -6.7815 29.9408 -1.54 -0.07 0.88 -0.189
O 23.1514 -5.9383 31.0408 -0.03 -0.33 -0.34 -0.086
H 22.6655 -8.4539 31.8668 0.30 -0.33 0.24 0.095
H 21.1246 -8.3117 29.6063 0.33 0.17 -0.50 0.118
H 20.9630 -7.5614 31.1365 -0.36 1.47 -0.35 0.119
H 22.2653 -6.2113 29.1492 0.39 0.29 -0.22 0.112
H 23.6841 -7.2510 29.6279 -0.33 -0.21 -0.28 0.101
H 22.4338 -5.3288 31.2284 -0.08 0.07 0.05 0.082
O 29.3512 -7.5728 25.9204 -0.01 1.02 -2.01 -0.094
C 29.5508 -6.7858 24.6776 -0.34 -0.79 1.40 -0.186
C 31.0235 -6.6525 24.3076 -0.62 -0.91 -0.21 -0.209
O 31.6891 -7.9530 24.2738 -0.27 1.55 0.17 -0.060
H 30.1781 -7.4297 26.3865 0.16 -0.31 0.85 0.037
H 28.9810 -7.2598 23.8785 0.07 -0.33 0.06 0.116
H 29.0947 -5.8069 24.8255 0.19 0.27 0.01 0.105
H 31.5283 -5.9731 24.9944 0.24 -0.46 0.20 0.113
H 31.0066 -6.1585 23.3361 0.40 -0.04 -0.25 0.115
H 31.4370 -8.3860 23.4550 -0.09 -0.05 -0.04 0.081
O 28.2988 -11.4011 28.9182 -1.94 0.79 1.27 -0.078
C 27.3610 -10.7397 29.8761 0.73 -0.60 -1.77 -0.182
C 25.8948 -10.9016 29.3437 1.16 -0.28 -0.53 -0.178
O 25.6067 -10.4109 27.9897 -0.38 -0.90 1.80 -0.086
H 29.1968 -11.2776 29.2342 0.32 0.27 0.32 0.022
H 27.4902 -11.0984 30.8973 -0.47 -1.04 -0.02 0.107
H 27.6691 -9.7143 30.0806 -0.15 0.67 -0.90 0.085
H 25.2301 -10.5667 30.1400 -0.29 0.79 -0.27 0.101
H 25.6738 -11.9677 29.2919 0.27 -0.08 -0.19 0.113
H 26.0513 -9.5892 27.7688 0.77 0.29 0.20 0.015
O 21.1433 -10.5919 25.9298 -0.95 -0.81 1.88 -0.068
C 21.9652 -10.4695 24.8166 -1.68 -0.35 -0.79 -0.275
C 23.3985 -10.7404 25.0700 0.79 0.17 -0.23 -0.255
O 23.9902 -9.5663 25.5152 0.65 1.78 0.90 -0.071
H 21.5128 -10.1596 26.7033 0.24 0.17 -0.08 0.080
H 21.5309 -11.1909 24.1244 0.25 -0.13 -0.27 0.120
H 21.6615 -9.4861 24.4579 1.26 0.32 -0.83 0.121
H 23.9538 -11.0128 24.1724 -0.32 -0.56 -0.25 0.121
H 23.5644 -11.4588 25.8727 -0.48 -0.70 -0.39 0.133
H 24.4711 -9.7759 26.3191 0.31 0.09 0.19 0.040
O 27.9148 -6.5194 33.9708 -0.98 -0.27 0.91 -0.066
C 26.7611 -5.7367 33.6301 1.23 1.05 -2.08 -0.183
C 26.9683 -5.3645 32.1397 -0.57 -0.76 -0.24 -0.225
O 28.0635 -4.4822 31.9029 -1.37 1.11 0.07 -0.069
H 28.6709 -5.9335 33.8900 -0.01 0.26 0.08 0.046
H 25.7776 -6.1706 33.8108 0.48 -0.87 -0.03 0.120
H 26.7106 -4.7693 34.1297 0.37 0.03 0.50 0.118
H 26.0162 -5.0053 31.7491 0.14 1.18 0.03 0.107
H 27.0798 -6.2076 31.4579 0.33 -0.69 0.54 0.086
H 28.9453 -4.8417 32.0245 -0.08 -0.62 0.09 0.037
C 25.9067 -5.3644 23.6094 -0.17 -0.04 -1.45 -0.105
C 24.5727 -4.6797 23.9237 1.30 -1.69 -0.53 -0.304
O 24.2841 -4.9327 25.2857 -0.12 1.96 0.87 -0.086
H 26.2342 -5.0384 22.6222 -0.15 -0.06 -0.45 0.066
H 25.8317 -6.4494 23.5380 0.22 -0.05 0.52 0.075
H 26.7312 -4.9847 24.2129 -0.33 -0.35 0.64 0.064
H 23.7529 -4.9648 23.2643 0.02 -0.45 -0.01 0.110
H 24.8242 -3.6758 23.5816 -0.76 0.81 1.49 0.108
H 23.9066 -5.7744 25.5518 -0.02 -0.21 -1.06 0.080
```
Positions in Å, forces in eV/Å.

Values from the calculation:
SMILES: OCCO.OCCO.OCCO.OCCO.OCCO.OCCO.OCCO.OCCO.OCCO.OCCO.CCO
Kohn-Sham gap in eV: 9.37
LUMO in eV: -0.3
Multiplicity: 1
Energy in Eh: -2457.5575

=====

Density functional theory data (wB97M-V/def2-TZVPD) for a molecular structure, C17H36B2F8N5O.

Geometry as XYZ:
```
69
Properties=species:S:1:pos:R:3:forces:R:3:lowdin_charge:R:1
C -9.6340 14.8727 7.5419 -1.20 0.59 0.26 -0.069
C -8.3614 14.4450 8.2301 -0.12 1.20 -0.86 -0.155
N -8.5422 13.7531 9.5016 0.26 -2.72 -0.54 -0.008
C -8.6384 12.3794 9.6214 -0.60 -1.30 2.25 0.017
C -8.6844 12.0557 10.9902 0.20 2.38 -1.33 0.041
N -8.5328 13.3227 11.6786 -1.41 -2.50 -3.00 -0.038
C -8.3729 14.2247 10.7038 -3.93 -0.16 0.92 -0.065
C -8.4115 13.4687 13.1073 -0.19 -0.41 1.30 0.023
H -10.2804 14.1335 7.0688 0.38 -0.44 0.18 0.081
H -9.4014 15.6030 6.7669 0.20 -0.06 0.01 0.089
H -10.2607 15.3968 8.2635 -0.15 0.12 0.01 0.080
H -7.8422 15.3803 8.4396 0.34 -0.29 0.16 0.136
H -7.7870 13.9087 7.4748 0.45 -0.51 0.79 0.144
H -8.6644 11.7192 8.7671 -0.11 0.12 0.10 0.139
H -8.7591 11.1440 11.5644 -0.04 0.02 -0.35 0.129
H -8.1651 15.2648 10.9072 -2.55 -1.39 -0.81 0.080
H -8.9595 14.3016 13.5478 0.02 0.28 -0.54 0.118
H -7.3488 13.5422 13.3380 -1.12 -0.15 0.70 0.079
H -8.8162 12.5996 13.6258 -0.10 -0.19 -0.42 0.111
C -5.4895 14.9564 14.1919 -0.02 1.02 1.58 -0.013
C -6.0956 15.9474 13.1612 -1.17 -0.16 4.79 -0.112
N -6.7003 17.1226 13.7486 -0.65 1.83 2.33 0.015
C -7.1468 18.2125 12.9967 -0.76 0.86 2.77 0.031
C -7.6172 19.1325 13.9230 0.03 -0.72 0.50 0.022
N -7.4324 18.6475 15.2627 0.73 -1.75 -4.97 -0.093
C -6.8614 17.4201 15.0817 -0.55 0.30 -1.32 0.021
C -7.8024 19.2674 16.4836 -0.50 0.22 1.31 -0.014
H -4.9680 14.1121 13.7411 -0.92 1.18 2.96 0.028
H -6.1941 14.4490 14.8508 -0.72 0.37 0.02 0.090
H -4.7442 15.3444 14.8863 0.12 0.55 -0.15 0.106
H -6.8524 15.4046 12.5948 -0.24 1.43 4.69 0.094
H -5.5562 16.2453 12.2621 0.60 1.93 3.47 0.084
H -7.1908 18.3026 11.9214 0.30 -0.34 0.19 0.143
H -8.1873 20.0291 13.7295 0.33 0.09 0.15 0.129
H -6.6728 16.7279 15.8889 0.25 0.10 -0.16 0.155
H -7.9307 18.4717 17.2175 0.40 0.20 0.23 0.104
H -8.7848 19.7384 16.4495 0.09 0.06 -0.50 0.107
H -7.0672 20.0140 16.7841 -0.01 -0.19 0.13 0.111
C -4.0152 13.7384 12.0757 3.58 -3.33 -0.46 0.027
N -4.1418 12.3109 11.4679 -2.27 -0.21 1.10 -0.184
C -5.6354 12.3093 10.7918 2.76 -4.85 -0.43 0.057
C -3.0688 12.0795 10.4222 -0.22 0.05 0.63 0.030
C -4.1243 11.2443 12.7001 -2.20 0.21 -2.22 -0.011
C -4.4229 9.8011 12.2196 1.35 -1.03 0.19 -0.232
O -3.2708 9.2140 11.6089 -0.05 0.41 -0.91 -0.075
H -3.0282 13.6644 12.5322 0.15 0.48 0.22 0.138
H -4.7840 13.9956 12.8043 2.45 -1.88 -3.41 0.012
H -4.0468 14.5442 11.3423 1.70 -2.56 0.09 0.080
H -6.3927 12.6285 11.5078 1.20 -2.52 -1.29 0.060
H -5.8102 11.2928 10.4391 0.30 -0.17 0.03 0.085
H -5.6255 13.0014 9.9498 1.01 -2.16 0.60 0.078
H -2.0783 12.0654 10.8770 -0.14 0.47 0.35 0.114
H -3.1570 12.9181 9.7315 0.10 -0.34 -0.21 0.093
H -3.1327 11.0782 9.9962 -0.62 0.29 -0.20 0.092
H -5.0609 11.5061 13.1923 0.18 0.37 0.48 0.113
H -3.2775 11.4027 13.3679 0.14 -0.16 -0.50 0.136
H -5.2815 9.6341 11.5691 -0.12 1.11 -0.25 0.105
H -4.6247 9.0097 12.9414 -0.39 1.07 1.48 0.122
H -3.6648 8.7158 10.8891 0.69 -0.34 -0.29 0.089
B -3.0984 15.6172 9.4605 0.06 2.17 -0.14 -1.279
F -2.9481 16.6445 8.6100 0.32 2.26 -1.73 0.168
F -1.8161 15.1700 9.7207 -0.10 -1.86 0.40 0.144
F -3.6897 16.1198 10.6515 15.76 5.79 -7.76 0.082
F -4.1108 14.8491 8.8399 0.72 -1.79 0.25 0.114
B -6.1677 14.9823 11.1726 3.18 -1.00 -3.31 -1.336
F -4.9573 15.6236 11.3375 -15.55 -4.21 3.38 0.015
F -6.3104 13.9398 12.0714 -0.81 2.46 0.94 -0.090
F -7.1620 15.9388 11.2265 1.15 5.23 -2.46 0.157
F -6.0946 14.3239 9.9641 -2.00 4.49 -1.42 0.152
```
Positions in Å, forces in eV/Å.

Values from the calculation:
Kohn-Sham gap in eV: 8.03
LUMO in eV: -2.6
Charge: +1
Multiplicity: 1
Energy in Eh: -1866.4494

=====

| no. | highest occupied orbital energy (eV) | strongest force on any atom (eV Å⁻¹) |
| --- | --- | --- |
| 1 | -9.65 | 3.69 |
| 2 | -10.59 | 18.50 |